1.
Molecular formula: C17H18ClNO5S
Method: DFT, ωB97M-V/def2-TZVPD

Values from the calculation:
Total charge ... 0
HOMO ... -9.19 eV
Largest force on an atom ... 1.11 eV/A
Relative energy (zero: lowest compared OMol25 entry of this formula, charge and spin) ... 0.0 kJ/mol
Calculated total energy ... -53006.1650 eV
Kohn-Sham gap ... 9.578 eV

Last column: Löwdin charge in e.
Positions of all 43 atoms, in Å:
C  -5.539  -0.657  -1.870  -0.065
H  -4.939  -0.431  -2.755  0.100
H  -6.042  0.250  -1.523  0.100
H  -6.285  -1.409  -2.121  0.099
O  -4.754  -1.233  -0.848  -0.100
C  -3.740  -0.524  -0.323  -0.291
C  -3.373  0.764  -0.710  0.014
C  -2.308  1.408  -0.102  -0.031
C  -1.607  0.769  0.900  -0.280
C  -1.945  -0.509  1.309  -0.074
C  -3.004  -1.153  0.700  -0.573
Cl  -3.445  -2.742  1.178  0.745
H  -1.384  -0.979  2.100  0.115
S  -0.230  1.599  1.672  0.720
O  0.301  0.770  2.711  -0.262
O  -0.620  2.943  2.034  -0.279
N  0.804  1.774  0.376  -0.235
C  1.374  0.544  -0.123  -0.174
H  1.681  0.702  -1.161  0.144
C  2.549  0.008  0.712  -0.130
C  2.878  -1.393  0.284  -0.239
C  2.140  -2.460  0.784  -0.040
C  2.406  -3.753  0.374  -0.081
C  3.414  -3.996  -0.544  -0.094
C  4.153  -2.940  -1.049  -0.085
C  3.883  -1.646  -0.639  -0.043
H  4.465  -0.825  -1.034  0.112
H  4.942  -3.124  -1.763  0.102
H  3.625  -5.006  -0.863  0.100
H  1.829  -4.574  0.773  0.103
H  1.360  -2.268  1.507  0.114
H  3.418  0.657  0.588  0.116
H  2.249  0.019  1.761  0.104
H  0.564  -0.190  -0.115  0.119
C  1.587  2.997  0.287  -0.079
H  2.567  2.788  -0.143  0.134
C  0.849  3.998  -0.620  -0.520
O  1.310  4.400  -1.650  0.116
O  -0.351  4.353  -0.184  0.099
H  -0.551  3.959  0.705  0.057
H  1.714  3.437  1.281  0.137
H  -2.028  2.403  -0.407  0.115
H  -3.917  1.273  -1.489  0.112

2.
Molecular formula: C17H18N2O2S3
Method: DFT, ωB97M-V/def2-TZVPD

Values from the calculation:
Total charge ... 0
HOMO ... -7.22 eV
Largest force on an atom ... 0.97 eV/A
Calculated total energy ... -57502.6155 eV
Kohn-Sham gap ... 6.512 eV

Last column: Löwdin charge in e.
Positions of all 42 atoms, in Å:
C  -5.364  -0.862  -1.807  -0.109
C  -4.713  -1.610  -0.651  -0.221
C  -4.694  -0.791  0.641  -0.170
N  -3.893  0.409  0.505  -0.101
C  -4.437  1.640  0.329  -1.107
S  -6.033  1.993  0.304  0.649
S  -3.171  2.841  0.149  1.014
C  -1.919  1.630  0.355  -0.436
C  -0.581  1.919  0.312  -0.088
C  0.391  0.938  0.529  -0.112
C  1.740  1.086  0.369  -0.470
N  2.643  0.073  0.545  -0.061
C  3.945  0.416  0.257  -0.226
C  5.075  -0.393  0.299  -0.009
C  6.304  0.156  -0.021  -0.081
C  6.427  1.491  -0.381  -0.089
C  5.310  2.307  -0.435  -0.087
C  4.083  1.760  -0.117  -0.447
S  2.529  2.569  -0.126  1.114
H  5.386  3.345  -0.719  0.110
H  7.396  1.895  -0.625  0.104
H  7.182  -0.470  0.011  0.105
H  5.004  -1.434  0.568  0.106
C  2.207  -1.246  0.940  -0.091
H  1.526  -1.157  1.793  0.137
H  3.076  -1.811  1.275  0.116
C  1.470  -2.003  -0.201  -0.235
O  0.366  -2.722  0.260  -0.054
H  -0.387  -2.131  0.427  0.055
H  1.184  -1.282  -0.979  0.126
H  2.142  -2.739  -0.651  0.121
H  0.015  -0.026  0.821  0.077
H  -0.273  2.934  0.093  0.102
C  -2.513  0.323  0.537  -0.425
O  -1.931  -0.745  0.691  0.055
H  -5.704  -0.483  0.917  0.084
H  -4.250  -1.386  1.444  0.129
H  -3.689  -1.883  -0.910  0.104
H  -5.265  -2.529  -0.450  0.111
H  -4.799  0.033  -2.062  0.068
H  -6.376  -0.560  -1.545  0.063
H  -5.408  -1.496  -2.688  0.070

3.
Molecular formula: C17H18N2O3S
Method: DFT, ωB97M-V/def2-TZVPD

Values from the calculation:
Total charge ... 0
HOMO ... -8.43 eV
Largest force on an atom ... 1.40 eV/A
Relative energy (zero: lowest compared OMol25 entry of this formula, charge and spin) ... 250.8 kJ/mol
Calculated total energy ... -37877.7303 eV
Kohn-Sham gap ... 9.124 eV

Last column: Löwdin charge in e.
Positions of all 41 atoms, in Å:
C  4.459  -1.186  -3.271  -0.086
H  5.372  -1.558  -3.734  0.093
O  3.982  -2.243  -2.472  -0.080
C  2.830  -2.066  -1.776  -0.274
C  2.072  -0.898  -1.765  -0.005
C  0.914  -0.833  -1.013  -0.011
C  0.492  -1.916  -0.251  -0.161
C  1.249  -3.087  -0.270  -0.028
C  2.399  -3.161  -1.024  0.003
H  2.988  -4.064  -1.052  0.119
H  0.925  -3.957  0.281  0.112
C  -0.734  -1.798  0.565  -0.348
N  -1.616  -1.028  0.053  0.140
O  -2.854  -0.747  0.660  0.005
C  -2.971  -0.340  1.911  -0.585
O  -2.126  -0.421  2.774  0.081
C  -4.327  0.278  2.142  -0.338
H  -4.443  0.522  3.197  0.085
H  -5.123  -0.385  1.808  0.083
S  -4.504  1.805  1.128  0.938
C  -2.786  2.193  0.833  -0.554
C  -1.928  2.453  1.891  -0.095
C  -0.588  2.676  1.637  -0.032
C  -0.093  2.668  0.338  -0.283
C  -0.977  2.444  -0.710  -0.059
C  -2.316  2.200  -0.469  -0.097
H  -2.996  1.999  -1.282  0.108
H  -0.614  2.445  -1.728  0.113
C  1.369  2.873  0.083  -0.050
H  1.548  3.159  -0.950  0.076
H  1.913  1.948  0.282  0.078
H  1.771  3.644  0.737  0.079
H  0.085  2.856  2.464  0.116
H  -2.299  2.461  2.904  0.116
N  -0.808  -2.555  1.692  0.173
H  0.057  -2.939  2.034  0.099
H  -1.447  -2.249  2.414  0.081
H  0.318  0.065  -1.002  0.092
H  2.373  -0.035  -2.338  0.103
H  4.694  -0.302  -2.670  0.095
H  3.741  -0.918  -4.051  0.096

4.
Molecular formula: C17H18N4O2STc
Method: DFT, ωB97M-V/def2-TZVPD

Values from the calculation:
Total charge ... +4
HOMO (spin up / spin down) ... -21.95 / -21.92 eV
Largest force on an atom ... 8.62 eV/A
Multiplicity ... 4
Relative energy (zero: lowest compared OMol25 entry of this formula, charge and spin) ... 0.0 kJ/mol
<S²> ... 3.775
Calculated total energy ... -40962.0396 eV
Kohn-Sham gap (spin up / spin down) ... 6.887 / 4.743 eV

Last column: Mulliken spin population.
Positions of all 43 atoms, in Å:
N  0.367  -3.848  0.456  0.007
C  0.134  -4.476  1.439  0.010
C  -0.160  -5.256  2.617  0.000
H  0.561  -6.079  2.712  0.000
H  -1.173  -5.682  2.545  0.001
H  -0.104  -4.626  3.511  0.001
N  -2.600  2.212  0.552  -0.078
C  -3.473  2.921  0.661  0.111
C  -4.540  3.860  0.903  -0.003
H  -5.501  3.342  0.780  0.005
H  -4.465  4.679  0.175  0.008
H  -4.456  4.257  1.926  0.003
N  2.974  -0.056  -2.501  0.007
C  3.786  0.791  -2.688  0.011
C  4.768  1.820  -2.939  0.000
H  4.619  2.656  -2.253  0.000
H  4.676  2.184  -3.968  0.001
H  5.776  1.416  -2.797  0.000
Tc  -1.069  0.814  0.111  1.803
C  0.279  2.235  0.388  -0.059
O  1.143  3.042  0.517  0.047
C  -1.124  0.174  1.985  -0.059
O  -1.114  -0.275  3.081  0.046
C  -2.271  -1.106  -0.849  -0.040
C  -0.914  -1.226  -1.084  0.050
C  -0.249  -0.256  -1.836  0.052
C  -0.957  0.826  -2.340  -0.040
C  -2.296  0.983  -2.040  0.020
C  -2.961  0.013  -1.290  0.018
H  -2.808  -1.921  -0.329  -0.002
H  -0.370  -2.140  -0.744  0.015
H  0.827  -0.387  -2.103  0.015
H  -0.443  1.548  -3.008  -0.002
H  -2.859  1.835  -2.455  -0.003
H  -4.041  0.098  -1.115  -0.004
S  3.571  -1.652  1.004  0.070
C  3.345  -0.508  2.281  0.281
C  2.148  0.172  2.110  0.372
N  1.428  -0.208  0.993  0.000
C  2.047  -1.155  0.316  0.261
H  4.043  -0.350  3.094  0.003
H  1.766  0.946  2.772  0.014
H  1.693  -1.618  -0.589  0.058

5.
Molecular formula: C17H18N4O4S2
Method: DFT, ωB97M-V/def2-TZVPD

Values from the calculation:
Total charge ... 0
HOMO ... -8.86 eV
Largest force on an atom ... 1.44 eV/A
Relative energy (zero: lowest compared OMol25 entry of this formula, charge and spin) ... 173.8 kJ/mol
Calculated total energy ... -53741.3622 eV
Kohn-Sham gap ... 8.143 eV

Last column: Löwdin charge in e.
Positions of all 45 atoms, in Å:
O  2.252  0.499  -0.259  0.013
C  1.646  -0.083  0.621  -0.463
N  1.903  0.122  1.933  0.097
H  1.279  -0.280  2.616  0.138
C  2.646  1.301  2.347  -0.083
C  1.720  2.466  2.501  -0.262
C  1.297  3.164  3.594  -0.022
C  0.357  4.111  3.118  -0.056
C  0.273  3.910  1.776  -0.118
O  1.093  2.920  1.394  -0.015
H  -0.316  4.381  1.015  0.120
H  -0.178  4.833  3.699  0.101
H  1.620  3.029  4.606  0.108
H  3.371  1.501  1.553  0.132
H  3.161  1.101  3.286  0.131
C  0.531  -1.059  0.300  -0.217
C  -0.800  -0.586  0.916  -0.162
N  -1.891  -1.363  0.405  -0.224
S  -2.748  -0.689  -0.855  0.685
O  -3.251  0.565  -0.389  -0.259
O  -3.679  -1.689  -1.296  -0.288
C  -1.593  -0.379  -2.196  -0.205
C  -1.616  -1.200  -3.291  -0.048
C  -0.727  -1.017  -4.366  -0.056
C  0.209  -0.015  -4.354  0.002
C  0.263  0.835  -3.240  -0.337
N  1.121  1.836  -3.010  -0.206
S  0.816  2.456  -1.574  1.097
N  -0.443  1.555  -1.173  -0.200
C  -0.662  0.667  -2.147  -0.341
H  0.904  0.128  -5.165  0.117
H  -0.787  -1.687  -5.209  0.107
H  -2.345  -1.995  -3.308  0.113
C  -1.756  -2.793  0.538  -0.183
C  -0.398  -3.326  0.067  -0.157
C  0.746  -2.522  0.690  -0.141
H  0.738  -2.639  1.776  0.117
H  1.706  -2.879  0.314  0.124
H  -0.318  -4.379  0.340  0.115
H  -0.334  -3.252  -1.021  0.115
H  -2.572  -3.233  -0.036  0.112
H  -1.897  -3.044  1.597  0.132
H  -1.007  0.457  0.667  0.100
H  -0.775  -0.697  2.008  0.134
H  0.437  -1.034  -0.790  0.133

6.
Molecular formula: C17H18O7
Method: DFT, ωB97M-V/def2-TZVPD

Values from the calculation:
Total charge ... 0
HOMO ... -9.45 eV
Largest force on an atom ... 5.13 eV/A
Relative energy (zero: lowest compared OMol25 entry of this formula, charge and spin) ... 276.6 kJ/mol
Calculated total energy ... -32247.5275 eV
Kohn-Sham gap ... 8.945 eV

Last column: Löwdin charge in e.
Positions of all 42 atoms, in Å:
O  -1.938  -1.140  -3.251  0.185
O  4.335  1.945  -0.658  0.110
O  -3.271  1.588  1.806  0.128
O  3.103  0.169  -1.507  0.065
O  -0.218  -3.399  -0.844  0.075
O  -1.351  -1.645  -1.202  0.112
O  -1.558  0.625  0.690  -0.015
C  -1.119  -1.404  -2.465  -0.532
C  3.305  1.257  -0.650  -0.371
C  -2.887  0.981  0.851  -0.465
C  0.263  -1.111  -2.729  -0.138
C  1.245  0.665  -0.589  0.034
C  0.974  -1.358  -1.597  0.029
C  2.042  1.554  0.056  -0.060
C  0.151  -1.790  0.845  0.092
C  0.038  -0.759  1.859  -0.153
C  -3.900  0.583  -0.152  0.034
C  0.625  -0.294  -3.913  -0.003
C  1.994  -0.528  -0.951  -0.239
C  0.459  -1.114  3.266  -0.048
C  -0.080  -2.036  -0.658  -0.415
C  1.723  2.333  1.361  -0.101
C  -0.644  0.601  1.712  -0.273
C  0.239  2.019  1.825  -0.063
H  -1.104  -3.582  -0.589  0.108
H  0.214  0.698  -0.729  0.120
H  0.475  -2.727  1.284  0.109
H  -3.593  1.131  -1.073  0.119
H  -4.874  0.865  0.055  0.065
H  -4.079  -0.411  -0.429  0.073
H  1.677  -0.060  -3.924  0.070
H  0.430  -0.891  -4.835  0.107
H  0.138  0.761  -3.887  0.136
H  2.341  -1.144  -0.076  0.181
H  1.020  -0.258  3.693  0.090
H  -0.439  -1.337  3.769  0.070
H  1.211  -1.962  3.365  0.109
H  1.840  3.468  1.230  0.139
H  2.494  2.027  2.073  0.113
H  -1.298  0.671  2.646  0.158
H  -0.404  2.842  1.387  0.130
H  0.422  2.167  2.933  0.113